Entry 1:
This record from the OMol25 dataset describes an isolated ion of composition C4H7N2O3 and charge +1 at a distorted geometry. The level of theory is the ωB97M-V functional and the def2-TZVPD basis.

The geometry in XYZ format:
```
16
Properties=species:S:1:pos:R:3:forces:R:3:mulliken_charge:R:1
C -0.974 -1.764 0.704 -2.46 2.16 2.32 -1.224
C -0.614 -0.248 0.446 0.01 -0.33 1.49 0.314
C 0.893 -0.020 0.827 0.19 -0.40 -0.83 -0.650
O 1.236 1.399 0.686 -0.06 -1.29 0.14 -0.185
N 0.945 1.905 -0.526 2.64 4.07 -1.04 -0.162
N 0.415 1.249 -1.486 -0.75 -1.44 1.28 0.795
O 0.435 1.597 -2.608 0.12 0.76 -1.33 -0.521
C -0.726 0.019 -1.039 -1.17 -0.11 -0.60 0.432
O -1.345 -0.316 -1.972 1.03 0.37 1.60 -0.283
H -0.636 -2.008 1.774 -0.46 0.10 -1.76 0.362
H -0.457 -2.254 -0.053 0.54 -1.78 -0.95 0.436
H -2.151 -1.846 0.658 2.57 -0.24 -0.12 0.330
H -1.348 0.378 1.121 1.57 -0.63 -1.72 0.299
H 1.131 -0.150 1.852 -0.56 -0.14 1.20 0.392
H 1.654 -0.793 0.379 -1.38 1.80 -0.26 0.316
H 1.542 2.851 -0.764 -1.82 -2.92 0.56 0.348
```
Forces are in eV/Å.

Summary:
**Charge**: +1
**E_HOMO**: -15.30 eV
**SMILES string**: C[C@H]1CON[N+](=O)C1=O
**Maximum force**: 4.97 eV/A
**HOMO-LUMO gap**: 9.62 eV
**Total energy**: -491.3679 hartree

***

Entry 2:
This record from the OMol25 dataset describes C31H38NOsPSi as an isolated structure at a distorted geometry. The level of theory is the ωB97M-V functional and the def2-TZVPD basis.

The geometry in XYZ format:
```
73
Properties=species:S:1:pos:R:3:forces:R:3:mulliken_charge:R:1
C -0.494 2.920 -3.927 0.07 -0.09 -0.12 -0.980
C -0.300 3.535 -2.695 -0.10 0.00 0.37 -0.578
C -0.214 2.784 -1.518 0.01 -0.39 -0.75 -0.149
C -0.342 1.382 -1.610 -0.16 -0.23 -0.40 0.428
C -0.635 0.767 -2.848 0.30 0.75 -0.15 0.941
C -0.639 1.533 -4.011 -0.27 0.01 0.12 -0.759
C 0.058 3.510 -0.233 0.03 0.20 0.60 -1.366
C -0.579 2.948 1.059 1.76 0.59 -0.21 0.096
N -1.981 3.117 1.180 -1.01 -1.36 0.29 0.222
Os -0.013 0.119 -0.001 -0.63 1.76 1.31 0.058
C -0.928 -0.709 -2.876 0.57 -0.36 0.47 -1.470
P -1.378 -1.181 -1.121 -2.72 -0.78 -3.09 0.893
H -0.215 4.621 -2.600 -0.03 -0.30 -0.29 0.452
H -0.793 1.031 -4.967 -0.03 0.30 0.15 0.540
H -0.553 3.529 -4.825 0.06 -0.14 0.13 0.433
H -0.061 -1.312 -3.192 -0.16 0.20 0.03 0.479
H -1.766 -0.965 -3.539 0.14 0.00 0.23 0.662
H 1.147 3.537 -0.031 -0.40 0.03 -0.09 0.576
H -0.281 4.555 -0.329 0.27 -0.27 0.04 0.417
H -0.274 1.864 1.244 -0.49 0.81 0.25 -0.381
C -1.518 -2.986 -1.117 0.36 -0.17 0.68 -1.012
C -3.112 -0.629 -1.122 -0.20 -0.02 0.38 -1.127
H -0.149 3.484 1.930 -0.02 -0.41 -0.39 0.455
C -2.934 3.026 0.116 -0.74 0.88 -0.65 -0.643
C -2.549 3.030 2.498 -0.20 0.72 0.83 -0.793
H 0.241 -1.381 0.575 0.31 -0.52 0.14 -0.023
H -3.811 3.615 0.433 0.27 -0.26 -0.26 0.442
H -2.558 3.424 -0.833 0.11 -0.24 0.29 0.305
H -3.298 1.993 -0.045 0.41 0.19 0.28 0.183
H -3.504 3.575 2.503 0.31 -0.24 0.11 0.338
H -2.751 1.987 2.805 0.19 0.16 -0.35 0.356
H -1.861 3.478 3.228 -0.23 -0.22 -0.18 0.336
H -3.689 -1.209 -1.853 0.12 0.05 0.19 0.473
H -3.524 -0.774 -0.117 -0.10 -0.02 -0.20 0.406
H -3.167 0.432 -1.384 0.12 -0.23 -0.05 0.311
H -2.024 -3.329 -2.037 0.18 0.35 0.36 0.437
H -0.523 -3.447 -1.042 -0.39 0.06 -0.02 0.184
H -2.110 -3.279 -0.236 0.18 -0.03 -0.31 0.408
H -1.257 0.065 1.063 -0.35 -0.27 0.09 -0.030
C 6.144 0.810 -1.378 -0.29 -0.02 0.10 -0.632
C 5.077 0.410 -2.194 -0.28 0.00 0.09 -0.580
C 3.803 0.206 -1.646 0.72 0.05 0.01 -0.620
C 3.620 0.322 -0.261 -0.48 0.67 -0.18 0.946
C 4.656 0.821 0.540 0.38 0.00 -0.29 -0.284
C 5.916 1.066 -0.022 -0.15 -0.10 -0.05 -0.682
Si 2.120 -0.546 0.499 4.43 -1.29 0.53 0.255
C 2.654 -2.349 0.185 -0.50 0.52 0.04 0.042
C 2.028 -3.098 -0.815 0.01 -0.56 0.34 -0.584
C 2.247 -4.480 -0.905 0.07 0.30 -0.08 -0.699
C 3.187 -5.089 -0.066 -0.12 0.24 0.01 -0.601
C 3.924 -4.307 0.831 -0.05 0.26 -0.05 -0.750
C 3.653 -2.937 0.967 -0.11 -0.46 -0.09 -0.192
C 2.185 -0.144 2.347 -0.67 -0.14 -0.63 0.672
C 2.006 -1.163 3.288 -0.33 0.15 0.63 -0.543
C 1.988 -0.852 4.653 0.04 -0.20 -0.26 -0.756
C 2.138 0.472 5.082 -0.01 -0.01 -0.26 -0.657
C 2.325 1.487 4.137 0.02 0.03 -0.29 -1.065
C 2.350 1.180 2.770 -0.37 0.32 0.58 0.000
H 7.146 0.923 -1.801 -0.41 0.04 0.14 0.386
H 5.238 0.243 -3.260 -0.02 0.09 0.27 0.420
H 2.963 -0.084 -2.285 0.33 -0.04 0.11 0.254
H 4.502 0.995 1.606 0.17 -0.16 -0.35 0.412
H 6.725 1.438 0.609 -0.22 -0.15 -0.19 0.417
H 1.351 -2.590 -1.512 0.12 -0.30 0.20 0.905
H 1.671 -5.067 -1.623 0.32 0.08 0.14 0.456
H 3.341 -6.169 -0.115 0.02 0.39 -0.01 0.404
H 4.707 -4.757 1.442 -0.26 0.06 -0.17 0.431
H 4.207 -2.330 1.689 -0.17 -0.29 -0.18 0.499
H 1.859 -2.190 2.943 0.07 0.31 0.25 0.452
H 1.841 -1.651 5.379 0.08 0.24 -0.14 0.444
H 2.098 0.714 6.147 0.06 -0.10 -0.39 0.416
H 2.446 2.523 4.451 0.02 -0.27 0.02 0.479
H 2.491 1.973 2.027 0.02 -0.21 0.31 0.830
```
Forces are in eV/Å.

Summary:
**2S+1**: 5
**Charge**: +2
**E_HOMO (spin up / spin down)**: -12.96 / -13.26 eV
**Maximum force**: 4.64 eV/A
**HOMO-LUMO gap (spin up / spin down)**: 5.76 / 3.60 eV
**Total energy**: -1979.5946 hartree

***

Entry 3:
This record from the OMol25 dataset describes C7H13Cl2I2OPS as an isolated structure at a distorted geometry. The level of theory is the ωB97M-V functional and the def2-TZVPD basis.

The geometry in XYZ format:
```
27
Properties=species:S:1:pos:R:3:forces:R:3:mulliken_charge:R:1
C 0.121 -3.059 -0.212 -0.11 0.05 0.03 -1.197
C -0.440 -1.918 -1.073 0.69 -0.15 0.45 -0.382
C -1.277 -0.949 -0.235 -0.79 -0.30 -0.71 0.215
C -2.397 -0.265 -1.020 0.35 0.53 -0.21 -1.644
S -0.146 0.141 0.706 0.35 -0.61 0.70 0.127
C 0.619 1.375 -0.161 -0.03 1.07 0.53 -0.050
I -0.442 2.619 -1.469 -0.02 -0.10 0.08 0.095
C 1.955 1.611 0.083 -0.21 -1.19 -0.50 -0.001
C 2.709 2.762 -0.477 0.46 0.15 0.13 -1.311
I 3.020 0.556 1.601 -0.28 0.62 0.37 0.213
P -1.555 1.137 2.057 -0.74 0.69 -0.16 0.372
O -1.582 -0.090 3.108 0.14 -0.26 0.20 -0.454
Cl -0.307 2.486 2.958 0.15 -0.22 -0.23 -0.171
H 0.246 -2.738 0.826 0.07 0.03 -0.01 0.296
H 1.106 -3.371 -0.555 -0.08 -0.08 -0.10 0.328
H -0.556 -3.915 -0.202 0.07 -0.04 0.00 0.345
H 0.413 -1.396 -1.506 -0.08 0.23 -0.26 0.104
H -1.055 -2.305 -1.886 -0.07 0.08 0.01 0.474
H -1.756 -1.554 0.542 0.24 0.32 0.43 0.469
H -3.283 -0.897 -1.049 0.03 -0.06 0.09 0.389
H -2.087 -0.065 -2.045 0.05 -0.09 0.00 0.395
H -2.645 0.709 -0.602 -0.30 -0.12 0.10 0.366
H 2.288 3.126 -1.409 -0.09 -0.07 -0.01 0.461
H 3.732 2.449 -0.671 -0.02 0.03 0.06 0.350
H 2.733 3.578 0.253 -0.10 -0.02 0.01 0.340
H -2.165 0.101 3.857 -0.01 -0.14 -0.07 0.342
Cl 2.752 -0.129 -1.421 0.34 -0.36 -0.94 -0.471
```
Forces are in eV/Å.

Summary:
**Charge**: 0
**E_HOMO**: -7.52 eV
**Maximum force**: 1.30 eV/A
**HOMO-LUMO gap**: 7.12 eV
**Total energy**: -2605.0322 hartree

***

Entry 4:
This record from the OMol25 dataset describes C18H17N3O6Os as an isolated structure at a distorted geometry. The level of theory is the ωB97M-V functional and the def2-TZVPD basis.

The geometry in XYZ format:
```
45
Properties=species:S:1:pos:R:3:forces:R:3:mulliken_charge:R:1
Os 0.286 0.492 -0.214 1.20 -3.57 -1.56 2.144
O -0.860 1.909 -3.991 -0.08 -0.15 -0.03 -0.310
C -0.290 1.295 -3.047 -0.19 0.17 0.08 0.351
O -0.782 1.100 -1.896 -0.42 1.18 -0.12 -0.569
C 1.040 0.726 -3.247 0.17 -0.01 0.20 0.705
C 1.711 0.560 -4.444 0.04 0.05 -0.06 -0.655
C 2.952 -0.074 -4.418 -0.02 0.00 0.02 -0.628
C 3.461 -0.502 -3.193 0.11 0.05 -0.08 -0.820
C 2.714 -0.296 -2.048 -0.19 0.12 -0.14 1.123
N 1.505 0.301 -2.061 0.37 0.30 -0.26 -0.406
C 2.975 -0.754 -0.682 0.07 0.08 0.22 0.709
O 4.014 -1.292 -0.195 0.09 -0.04 -0.10 -0.366
O 1.994 -0.605 0.090 1.27 0.35 0.32 -0.877
H -1.750 2.280 -3.805 -0.01 -0.03 -0.05 0.445
H 1.269 0.910 -5.372 0.00 0.00 0.02 0.558
H 3.505 -0.244 -5.335 0.02 0.03 0.00 0.531
H 4.429 -0.990 -3.153 -0.03 -0.04 0.02 0.350
H 4.800 -1.393 -0.769 0.00 -0.07 0.00 0.377
C 0.317 -2.665 2.850 -0.17 0.02 0.09 -0.669
C 0.185 -1.387 3.721 -0.32 -0.13 -0.03 -0.754
C 0.408 -0.210 2.800 0.32 -0.04 0.49 -0.370
O 0.173 -0.752 1.423 -0.53 1.26 0.44 -0.260
C 0.368 -2.237 1.384 0.07 -0.59 0.10 -0.170
H -0.528 -3.328 3.010 -0.13 0.04 0.04 0.294
H 1.201 -3.239 3.106 0.18 0.09 -0.06 0.376
H 0.900 -1.376 4.540 0.15 -0.01 -0.04 0.378
H -0.798 -1.331 4.179 -0.11 -0.03 -0.07 0.326
H 1.428 0.172 2.856 0.14 -0.18 -0.25 0.422
H -0.278 0.625 2.936 -0.20 -0.13 -0.07 0.302
H 1.319 -2.471 0.925 0.13 0.19 0.10 0.144
H -0.412 -2.654 0.749 -0.26 0.15 0.15 0.455
N -6.571 1.319 1.990 0.32 -0.01 -0.12 -0.150
C -5.482 1.252 1.610 -0.50 0.01 0.11 -0.549
C -4.145 1.146 1.162 0.35 0.05 0.00 0.911
C -3.652 -0.091 0.681 -0.27 0.18 0.07 -0.766
C -2.347 -0.169 0.315 0.38 0.69 0.03 0.167
N -1.497 0.917 0.410 -1.52 0.46 0.93 -0.091
C -1.983 2.130 0.847 0.37 -0.61 -0.21 -0.128
C -3.286 2.265 1.213 -0.47 -0.07 0.07 -0.708
H -4.300 -0.956 0.609 0.00 0.00 0.01 0.587
H -1.911 -1.094 -0.051 -0.10 -0.05 -0.02 0.370
H -1.294 2.963 0.877 0.01 0.02 0.01 0.548
H -3.656 3.229 1.544 -0.01 -0.02 0.05 0.577
O 1.690 2.657 1.347 0.13 0.09 0.00 -0.155
C 1.176 1.866 0.748 -0.37 0.18 -0.29 0.250
```
Forces are in eV/Å.

Summary:
**Charge**: +4
**E_HOMO**: -22.33 eV
**Maximum force**: 4.07 eV/A
**HOMO-LUMO gap**: 6.21 eV
**Total energy**: -1400.7853 hartree